[1]
Molecular formula: C5H12O2
Method: DFT, ωB97M-V/def2-TZVPD

The geometry in ORCA input format:
```
! RIJCOSX wB97M-V def2-TZVPD def2/J DEFGRID3
* xyz 0 1
C -2.16 -0.52 1.50
O -0.57 -0.36 0.94
C -0.22 0.46 -0.22
C -0.40 1.94 0.10
C 1.20 0.11 -0.66
C 1.40 -1.37 -0.99
O 1.42 -2.20 0.15
H -2.58 0.41 1.05
H -0.13 -0.05 1.74
H -2.45 -1.31 0.78
H -0.95 0.14 -0.97
H 0.31 2.25 0.88
H -1.42 2.14 0.44
H -0.20 2.54 -0.79
H 1.91 0.40 0.12
H 1.43 0.71 -1.55
H 0.64 -1.70 -1.72
H 2.38 -1.50 -1.46
H 0.54 -2.13 0.57
*
```

Output
HOMO-LUMO gap ... 8.452 eV
HOMO ... -7.73 eV
Energy relative to the best compared isomer or geometry (same formula, charge and spin) ... 450.12 kJ/mol
Lowest unoccupied orbital energy ... 0.7 eV
Total energy ... -9470.4705 eV

=====

[2]
Molecular formula: C7H13N
Method: DFT, ωB97M-V/def2-TZVPD

The geometry in ORCA input format:
```
! RIJCOSX wB97M-V def2-TZVPD def2/J DEFGRID3
* xyz 0 1
C 1.76 1.58 -3.70
C 0.93 1.03 -2.59
C -0.04 0.09 -2.85
N -0.69 -0.73 -2.02
C -0.75 0.54 4.40
C 0.09 -1.56 1.85
C -1.28 -1.01 2.41
C -1.00 -0.65 3.86
H 2.50 0.89 -4.09
H 1.21 1.85 -4.65
H 2.32 2.47 -3.40
H 1.15 1.23 -1.54
H -0.62 0.30 -3.78
H -1.41 -1.18 -2.57
H -1.09 1.48 3.94
H -0.58 0.71 5.46
H 0.13 -2.58 2.20
H 0.03 -1.54 0.75
H 0.94 -0.93 2.13
H -1.99 -1.85 2.37
H -1.61 -0.15 1.82
*
```

Output
HOMO-LUMO gap ... 2.210 eV
HOMO ... -5.72 eV
Energy relative to the best compared isomer or geometry (same formula, charge and spin) ... 827.70 kJ/mol
Lowest unoccupied orbital energy ... -3.5 eV
Total energy ... -8951.3543 eV

=====

[3]
Molecular formula: C25H20LiN6O4
Method: DFT, ωB97M-V/def2-TZVPD

The geometry in ORCA input format:
```
! RIJCOSX wB97M-V def2-TZVPD def2/J DEFGRID3
* xyz -1 1
Li 1.03 -0.08 -0.01
O 1.80 -2.99 -2.74
C 1.49 -2.00 -2.07
N 2.03 -1.63 -0.87
C 3.13 -2.09 -0.24
C 3.97 -3.04 -0.90
C 5.01 -3.62 -0.18
C 5.16 -3.30 1.15
C 4.38 -2.35 1.83
C 3.40 -1.65 1.09
N 2.67 -0.58 1.52
C 2.88 -0.09 2.78
O 3.83 -0.43 3.57
C 2.12 1.10 3.29
C 2.26 1.44 4.64
C 1.63 2.54 5.09
C 1.13 3.46 4.20
C 1.15 3.10 2.84
N 1.55 1.95 2.43
C 0.48 -1.04 -2.61
C -0.12 -1.46 -3.83
C -1.06 -0.62 -4.37
C -1.27 0.61 -3.81
C -0.59 0.95 -2.65
N 0.30 0.13 -2.10
H 3.59 -3.23 -1.90
H 5.80 -4.19 -0.69
H 5.93 -3.80 1.74
H 4.51 -2.28 2.92
H 3.09 1.07 5.21
H 1.51 2.59 6.17
H 0.78 4.41 4.57
H 0.75 3.73 1.94
H 0.11 -2.45 -4.19
H -1.69 -0.89 -5.21
H -1.96 1.32 -4.25
H -0.82 1.84 -2.12
O -5.35 3.74 -1.56
C -6.02 2.57 -1.21
N -5.14 1.45 -0.97
C -4.00 1.69 -0.32
O -3.75 2.83 0.20
C -3.08 0.52 -0.32
C -3.34 -0.68 -1.11
C -2.53 -1.78 -0.88
C -1.42 -1.66 0.04
N -1.06 -0.52 0.59
C -1.89 0.54 0.38
H -4.53 3.74 -1.00
H -6.73 2.33 -2.06
H -6.67 2.73 -0.34
H -5.46 0.53 -1.19
H -4.04 -0.70 -1.98
H -2.67 -2.76 -1.40
H -0.71 -2.48 0.11
H -1.58 1.49 0.79
*
```

Output
HOMO-LUMO gap ... 4.411 eV
HOMO ... -2.97 eV
Energy relative to the best compared isomer or geometry (same formula, charge and spin) ... 50.94 kJ/mol
Lowest unoccupied orbital energy ... 1.4 eV
Total energy ... -43587.4635 eV

=====

[4]
Molecular formula: C20H31N3O3S
Method: DFT, ωB97M-V/def2-TZVPD

The geometry in ORCA input format:
```
! RIJCOSX wB97M-V def2-TZVPD def2/J DEFGRID3
* xyz 0 1
C -2.16 -0.62 5.28
N -0.86 -0.18 5.74
S 0.44 -0.77 4.85
O 0.17 -2.10 4.38
O 1.61 -0.55 5.64
C 0.41 0.37 3.47
C -0.30 0.05 2.34
C -0.36 0.96 1.29
C 0.28 2.19 1.42
C 0.99 2.50 2.57
C 1.05 1.58 3.61
H 1.60 1.79 4.51
H 1.48 3.45 2.66
H 0.21 2.92 0.63
C -1.18 0.59 0.09
O -2.20 -0.06 0.19
N -0.69 1.04 -1.09
H 0.21 1.49 -1.11
C -1.29 0.69 -2.35
H -2.26 0.25 -2.11
H -1.45 1.60 -2.94
C -0.45 -0.31 -3.20
N 0.75 0.30 -3.79
C 0.56 1.45 -4.65
H -0.37 1.36 -5.21
C 1.72 1.55 -5.63
C 3.03 1.70 -4.88
C 3.16 0.57 -3.86
C 1.92 0.53 -2.97
H 2.04 -0.27 -2.24
H 1.85 1.49 -2.42
H 4.05 0.70 -3.24
H 3.24 -0.38 -4.39
H 3.88 1.69 -5.57
H 3.04 2.66 -4.35
H 1.75 0.63 -6.23
H 1.56 2.39 -6.31
H 0.51 2.39 -4.07
C -0.03 -1.53 -2.35
C -1.19 -2.44 -1.96
C -1.92 -2.96 -3.19
C -2.45 -1.77 -3.98
C -1.33 -0.81 -4.37
H -1.78 0.03 -4.89
H -0.66 -1.32 -5.07
H -3.20 -1.24 -3.37
H -2.95 -2.11 -4.89
H -2.74 -3.61 -2.90
H -1.23 -3.53 -3.82
H -1.89 -1.91 -1.31
H -0.79 -3.28 -1.39
H 0.69 -2.10 -2.94
H 0.45 -1.20 -1.43
H -0.78 -0.91 2.25
H -0.70 -0.37 6.72
H -2.93 -0.26 5.96
H -2.21 -1.71 5.19
H -2.32 -0.19 4.29
*
```

Output
HOMO-LUMO gap ... 8.762 eV
HOMO ... -8.42 eV
Energy relative to the best compared isomer or geometry (same formula, charge and spin) ... 161.12 kJ/mol
Lowest unoccupied orbital energy ... 0.3 eV
SMILES ... CNS(=O)(=O)c1cccc(C(=O)NCC2(N3CCCCC3)CCCCC2)c1
Total energy ... -42691.8574 eV

=====

[5]
Molecular formula: C6H8NO5
Method: DFT, ωB97M-V/def2-TZVPD

The geometry in ORCA input format:
```
! RIJCOSX wB97M-V def2-TZVPD def2/J DEFGRID3
* xyz -1 1
C -3.10 -0.41 -2.14
C -0.70 1.13 -1.23
C -0.18 0.57 1.35
C 0.63 1.30 -0.36
C 0.68 -1.44 0.07
C 2.24 0.10 1.18
N 0.88 -0.01 0.54
O -2.71 -0.47 -3.27
O -0.80 1.84 -2.21
O -3.90 -0.52 -1.25
O -1.51 0.19 -0.93
O 0.13 1.87 1.00
H -1.03 0.15 0.75
H -0.35 0.32 2.47
H 1.58 -1.66 -0.40
H 0.55 -2.11 0.93
H -0.11 -1.45 -0.66
H 2.33 1.17 1.57
H 2.35 -0.48 2.13
H 2.99 -0.09 0.45
*
```

Output
HOMO-LUMO gap ... 6.406 eV
HOMO ... -3.23 eV
Energy relative to the best compared isomer or geometry (same formula, charge and spin) ... 295.71 kJ/mol
Lowest unoccupied orbital energy ... 3.2 eV
Total energy ... -18076.6792 eV

=====

[6]
Molecular formula: C15H33Br6Cl3O8P2
Method: DFT, ωB97M-V/def2-TZVPD

The geometry in ORCA input format:
```
! RIJCOSX wB97M-V def2-TZVPD def2/J DEFGRID3
* xyz 0 1
C 2.78 -2.76 0.69
Br 3.33 -4.55 1.38
Br 4.24 -1.72 -0.29
Br 1.82 -1.78 2.03
H 2.02 -2.97 -0.07
C 1.90 -3.29 -2.69
Br 0.36 -4.49 -2.23
Br 1.99 -3.27 -4.70
Br 3.51 -3.93 -1.83
H 1.70 -2.30 -2.28
C -2.85 0.62 -0.60
C -1.80 0.09 0.48
O -1.15 -1.13 0.16
P -1.80 -2.61 0.45
O -2.78 -2.77 1.56
O -2.39 -3.04 -0.94
C -1.57 -2.88 -2.10
C -2.13 -3.78 -3.24
O -0.60 -3.73 0.56
C -0.97 -5.08 0.95
C -0.55 -5.29 2.42
H -2.77 1.70 -0.51
H -2.51 0.30 -1.59
H -3.85 0.23 -0.39
H -0.94 0.75 0.58
H -2.22 0.11 1.48
H -1.25 -1.89 -2.43
H -0.62 -3.31 -1.78
H -1.34 -3.70 -3.98
H -2.17 -4.79 -2.83
H -3.11 -3.48 -3.63
H -2.03 -5.32 0.89
H -0.50 -5.84 0.33
H -0.84 -6.31 2.62
H 0.52 -5.11 2.60
H -1.04 -4.66 3.16
C -2.15 6.60 -0.58
C -1.43 5.27 -0.80
O -1.14 4.62 0.44
P 0.27 3.89 0.71
O 0.80 3.29 -0.50
O 1.35 4.96 1.36
C 2.57 4.69 2.02
C 3.62 5.31 1.21
O 0.00 2.87 1.92
C -0.23 1.46 1.83
C 1.10 0.61 1.95
H -1.82 7.26 0.22
H -2.36 7.17 -1.48
H -3.19 6.34 -0.44
H -1.85 4.54 -1.48
H -0.51 5.60 -1.28
H 2.71 5.12 3.01
H 2.93 3.66 2.03
H 4.60 5.18 1.67
H 3.54 4.88 0.21
H 3.44 6.38 1.09
H -0.89 1.19 2.65
H -0.71 1.19 0.89
H 1.55 0.56 2.94
H 0.87 -0.40 1.60
H 1.78 0.95 1.17
C 0.89 -0.23 -1.22
Cl 1.54 -1.75 -0.92
Cl -0.28 -0.38 -2.57
Cl 2.20 0.96 -1.59
H 0.41 0.18 -0.33
*
```

Output
HOMO-LUMO gap ... 7.699 eV
HOMO ... -8.20 eV
Energy relative to the best compared isomer or geometry (same formula, charge and spin) ... 2004.24 kJ/mol
Lowest unoccupied orbital energy ... -0.5 eV
Total energy ... -508854.2681 eV